# 1
Formula: C13H14F3HgIN2
Source: the OMol25 dataset
Level of theory: wB97M-V/def2-TZVPD

As for the HOMO-LUMO gap (alpha / beta): 7.6884 / 6.0737 eV. The charge is 0.

Each line ends with the Löwdin charge.
Positions of all 34 atoms, in Å:
C  1.9714  3.8963  2.4976  -0.4493
C  3.0318  0.9551  -0.2685  -0.3707
H  1.7505  4.8849  2.0778  -0.0866
H  2.8439  3.9787  3.1668  -0.0213
H  1.1031  3.5311  3.0520  -0.0485
H  2.2403  0.8466  -1.0138  -0.0399
H  4.0096  1.1690  -0.7155  -0.0359
H  3.1115  0.0219  0.2996  -0.0629
C  -2.5055  1.1119  0.1722  -0.1741
C  -3.7520  0.9656  -0.4673  -0.0539
C  -3.8648  0.0043  -1.4750  -0.0645
C  -2.7480  -0.7692  -1.7800  -0.0191
H  -2.3377  1.9058  0.9012  0.0675
H  -4.5760  1.6087  -0.1745  0.0999
H  -4.7971  -0.1551  -2.0167  0.1074
H  -2.7354  -1.4973  -2.5873  0.1007
N  -1.4636  0.3365  -0.0883  0.1023
C  -1.5746  -0.6231  -1.0019  -0.2164
C  -0.4650  -1.5981  -1.1170  -0.2119
N  0.7284  -1.2507  -0.6269  0.1193
C  1.7209  -2.1357  -0.6802  -0.1313
C  0.3443  -3.7911  -1.7512  -0.0642
C  1.5928  -3.4164  -1.2498  -0.0532
H  2.6779  -1.8203  -0.2650  0.0879
H  2.4694  -4.0593  -1.2757  0.1010
C  -0.7042  -2.8770  -1.6685  -0.0160
H  -1.7119  -3.1117  -1.9988  0.0985
H  0.1784  -4.7698  -2.1962  0.1063
Hg  2.4521  2.4642  1.0377  0.9758
I  -0.0485  4.0552  0.0199  0.2333
F  0.3877  0.9664  3.6569  0.0722
C  0.3176  0.2509  2.4987  -0.3259
F  1.2446  -0.7434  2.5709  0.0779
F  -0.8917  -0.3351  2.4669  0.0956

Forces on the atoms, in the same order (eV/Å):
-0.1 0.5 0.3
0.2 -0.2 0.0
0.1 -0.2 0.3
-0.3 -0.1 -0.2
0.2 0.2 0.0
0.3 -0.1 0.0
-0.3 0.0 -0.1
0.0 0.2 -0.1
-0.7 0.0 -0.6
0.6 -0.1 0.2
0.3 0.1 0.1
0.5 0.0 0.5
-0.1 -0.2 -0.1
0.0 -0.2 -0.1
0.2 0.2 0.1
-0.3 0.2 0.2
0.2 0.0 0.1
-1.1 0.2 -0.3
0.4 -0.9 -0.2
0.0 -0.2 0.0
-0.3 -0.6 -0.4
0.1 0.3 0.1
-0.2 0.6 0.2
-0.2 -0.1 -0.1
-0.3 0.0 0.0
0.3 0.5 0.2
0.3 -0.2 0.0
0.1 0.2 0.1
0.2 -0.1 0.0
-0.1 0.0 -0.2
0.1 -0.2 -1.5
-0.5 -2.1 2.4
-0.7 1.4 -0.5
1.1 0.8 -0.2

=====

# 2
Formula: C6H9NO2
Source: the OMol25 dataset
Level of theory: wB97M-V/def2-TZVPD

The SMILES is C=C(C(C)=O)C(=O)NC. As for the HOMO-LUMO gap: 9.8759 eV. The charge is 0.

Each line ends with the Löwdin charge.
Positions of all 18 atoms, in Å:
C  -1.2656  -0.5028  1.6715  -0.0665
C  -0.7989  0.3990  -1.9875  0.0000
N  -0.3864  -1.4042  0.9595  0.0155
C  0.7341  -1.0730  0.2511  -0.4862
C  -0.0496  1.1272  -0.9022  -0.4207
C  0.9395  0.3478  -0.1126  -0.1714
C  2.1102  0.9234  0.2054  0.1478
O  1.5496  -1.9370  -0.0562  0.0581
O  -0.2182  2.3289  -0.6971  0.0730
H  -0.3965  -2.3812  1.2311  0.1430
H  -1.7677  0.1648  0.9687  0.0793
H  -2.0140  -1.0979  2.2004  0.0907
H  -0.6817  0.0824  2.3865  0.0929
H  -0.0939  0.0363  -2.7403  0.0990
H  -1.4962  1.0905  -2.4703  0.0891
H  -1.3754  -0.4312  -1.5744  0.0843
H  2.8830  0.3757  0.7367  0.0868
H  2.3278  1.9513  -0.0703  0.0852

Forces on the atoms, in the same order (eV/Å):
0.2 0.2 -0.1
-0.3 0.4 -0.2
0.2 -0.6 -0.2
0.2 -1.3 0.1
-0.6 1.6 0.1
1.1 0.9 0.3
-0.4 -0.2 -0.1
-0.4 0.5 0.1
0.3 -1.5 -0.3
0.0 0.3 -0.1
-0.1 0.1 0.2
0.1 0.2 -0.1
-0.3 0.1 0.1
-0.1 -0.2 0.2
0.2 -0.1 0.1
0.2 -0.2 -0.1
-0.2 0.0 -0.1
-0.2 -0.1 0.0

=====

# 3
Formula: C32H32AsF9IMnN3OS
Source: the OMol25 dataset
Level of theory: wB97M-V/def2-TZVPD

As for the HOMO-LUMO gap (alpha / beta): 5.5797 / 5.8312 eV. The charge is -2. The spin multiplicity is 6.

Each line ends with the Löwdin charge.
Positions of all 81 atoms, in Å:
Mn  0.9830  0.7893  -2.0123  0.4603
C  -1.9710  3.4168  3.9823  -0.0451
C  -2.9278  2.6468  3.0619  -0.5576
C  -4.0524  3.5895  2.6341  -0.0728
C  -3.5467  1.4712  3.8298  -0.0521
C  -2.1424  2.1160  1.8667  -0.1647
C  -2.3999  2.4948  0.5596  0.0189
C  -1.6074  1.9946  -0.4652  -0.0974
N  -0.6067  1.1553  -0.2547  0.0731
C  -0.3373  0.7842  0.9961  -0.2498
C  -1.0863  1.2313  2.0713  0.0112
C  0.8609  -0.0873  1.1583  -0.1937
C  1.1645  -0.7352  2.3548  0.0464
C  2.2963  -1.5301  2.4432  -0.1636
C  3.0789  -1.6476  1.2960  -0.0066
C  2.7096  -0.9774  0.1448  -0.1163
N  1.6279  -0.2087  0.0831  0.0792
C  2.6947  -2.2629  3.7215  -0.5607
C  2.7165  -3.7730  3.4500  -0.0495
C  4.0938  -1.7997  4.1503  -0.0498
C  1.7253  -1.9920  4.8720  -0.0737
H  -2.5152  3.8113  4.8453  0.0786
H  -1.5091  4.2480  3.4473  0.0915
H  -1.1677  2.7768  4.3488  0.0775
H  -4.5969  3.9305  3.5180  0.0783
H  -4.7615  3.0919  1.9704  0.0867
H  -3.6609  4.4684  2.1195  0.0870
H  -4.1223  1.8405  4.6829  0.0779
H  -2.7805  0.7925  4.2068  0.0738
H  -4.2141  0.8975  3.1839  0.0903
H  -3.1937  3.1811  0.3046  0.1068
H  -1.7818  2.2820  -1.4924  0.0907
H  -0.8206  0.9308  3.0751  0.1003
H  0.5089  -0.6187  3.2035  0.0909
H  3.9739  -2.2562  1.2827  0.1067
H  3.2913  -1.0349  -0.7692  0.0390
H  3.4190  -4.0238  2.6550  0.0769
H  1.7288  -4.1240  3.1455  0.0914
H  3.0140  -4.3145  4.3522  0.0793
H  4.8362  -2.0070  3.3797  0.0764
H  4.3970  -2.3165  5.0649  0.0790
H  4.1017  -0.7248  4.3394  0.0922
H  0.7162  -2.3352  4.6361  0.0856
H  1.6798  -0.9285  5.1143  0.0866
H  2.0617  -2.5264  5.7634  0.0796
O  0.8354  2.7951  -2.0429  -0.3320
N  0.9379  4.0639  -1.7718  -0.1901
C  0.7273  4.9054  -2.8126  -0.0212
C  0.7965  6.2635  -2.6807  -0.0935
C  1.0990  6.7830  -1.4159  -0.1170
C  1.3012  5.9233  -0.3715  -0.1327
C  1.2230  4.5108  -0.4983  -0.7185
S  1.4240  3.4568  0.8079  0.5858
H  0.4962  4.3875  -3.7317  0.1391
H  0.6188  6.8912  -3.5415  0.0903
H  1.1654  7.8533  -1.2595  0.0896
H  1.5274  6.2877  0.6203  0.0808
F  -1.2062  1.2130  -3.4794  -0.2850
As  -2.7201  1.3279  -4.3569  0.7127
F  -1.8742  1.1833  -5.8617  -0.2595
F  -2.9210  -0.3890  -4.2790  -0.2597
F  -4.2336  1.4805  -5.2084  -0.2796
F  -3.5699  1.4909  -2.8387  -0.2721
F  -2.5220  3.0606  -4.4031  -0.2748
I  3.6059  0.9135  -3.0415  -0.1564
F  -1.5446  -8.1472  -4.5821  0.1117
C  -0.2776  -7.7160  -4.8083  -0.5750
F  -0.0964  -7.8384  -6.1472  0.1128
F  0.5356  -8.6293  -4.2351  0.1091
C  -0.0418  -6.3308  -4.3176  -0.1611
C  0.9256  -6.0574  -3.3594  -0.0335
C  1.1211  -4.7592  -2.9236  -0.0299
C  0.3592  -3.6973  -3.4325  -0.2532
C  -0.6159  -3.9957  -4.4020  -0.0109
C  -0.8118  -5.2901  -4.8356  -0.0259
C  0.5539  -2.3639  -2.9875  -0.1597
C  0.6814  -1.2079  -2.6105  -0.1022
H  1.5277  -6.8608  -2.9558  0.1070
H  1.8760  -4.5406  -2.1799  0.1098
H  -1.2130  -3.1834  -4.7946  0.1196
H  -1.5679  -5.5008  -5.5827  0.1169

Forces on the atoms, in the same order (eV/Å):
0.1 -0.1 0.4
0.0 0.0 0.0
0.0 0.0 0.0
0.0 0.0 0.0
0.0 0.0 0.0
0.0 0.0 0.0
0.0 0.0 0.0
0.0 0.0 0.0
-0.1 -0.2 -0.1
0.0 0.0 0.0
0.0 0.0 0.0
0.0 0.0 0.0
0.0 0.0 0.0
0.0 0.0 0.0
0.0 0.0 0.0
0.0 0.0 0.0
0.1 0.2 -0.1
0.0 0.0 0.0
0.0 0.0 0.0
0.0 0.0 0.0
0.0 0.0 0.0
0.0 0.0 0.0
0.0 0.0 0.0
0.0 0.0 0.0
0.0 0.0 0.0
0.0 0.0 0.0
0.0 0.0 0.0
0.0 0.0 0.0
0.0 0.0 0.0
0.0 0.0 0.0
0.0 0.0 0.0
0.0 0.0 0.0
0.0 0.0 0.0
0.0 0.0 0.0
0.0 0.0 0.0
0.0 0.0 0.0
0.0 0.0 0.0
0.0 0.0 0.0
0.0 0.0 0.0
0.0 0.0 0.0
0.0 0.0 0.0
0.0 0.0 0.0
0.0 0.0 0.0
0.0 0.0 0.0
0.0 0.0 0.0
-0.2 0.3 0.0
0.0 0.0 -0.1
0.0 0.0 0.0
0.0 0.0 0.0
0.0 0.0 0.0
0.0 0.0 0.0
-0.1 0.1 0.0
0.2 0.1 0.0
0.0 0.0 0.0
0.0 0.0 0.0
0.0 0.0 0.0
0.0 0.0 0.0
-0.1 0.0 -0.1
0.0 0.1 0.0
0.0 0.0 0.0
0.0 0.0 0.0
0.0 0.0 0.0
0.0 0.0 0.0
0.0 0.0 0.0
0.4 0.0 -0.1
0.0 0.0 0.0
0.0 0.0 0.0
0.0 0.0 0.0
0.0 0.0 0.0
0.0 0.0 0.0
0.0 0.0 0.0
0.0 0.0 0.0
0.0 -0.1 0.0
0.0 0.0 0.0
0.0 0.0 0.0
0.0 0.0 0.1
-0.2 -0.3 -0.2
0.0 0.0 0.0
0.0 0.0 0.0
0.0 0.0 0.0
0.0 0.0 0.0

=====

# 4
Formula: C4H5NO2
Source: the OMol25 dataset
Level of theory: wB97M-V/def2-TZVPD

The SMILES is COc1cnoc1. As for the HOMO-LUMO gap: 9.3268 eV. The charge is 0.

Each line ends with the Löwdin charge.
Positions of all 12 atoms, in Å:
C  -0.0120  -1.8980  -0.8031  -0.0439
C  0.2324  0.2624  0.3508  -0.2878
C  0.7346  1.1465  1.3436  -0.1185
C  -0.7097  1.1737  -0.3637  0.0333
H  0.8961  -2.5708  -1.4191  0.1533
H  -0.3569  -1.3597  -1.7144  0.0622
H  -0.9050  -2.6194  -0.4350  0.1266
H  1.7579  1.1433  1.9358  0.1688
H  -1.4134  1.1048  -0.9541  0.0166
N  0.0512  2.2480  1.4923  0.0568
O  0.6887  -0.9384  0.1216  -0.0963
O  -0.9639  2.3075  0.4452  -0.0711

Forces on the atoms, in the same order (eV/Å):
1.6 -1.2 -2.3
-3.4 4.6 -2.7
1.7 0.8 1.4
7.4 -0.5 9.6
-2.5 1.7 2.6
-0.2 0.1 1.0
2.4 2.0 -0.1
-2.6 -0.6 -1.0
-6.5 -1.4 -6.4
-0.9 0.6 -1.3
-0.3 -3.4 -1.3
3.4 -2.7 0.5

=====

| no. | calculated total energy (eV) | strongest force on any atom (hartree/bohr) |
| --- | --- | --- |
| 1 | -37112.4713 | 0.063 |
| 2 | -11952.5065 | 0.034 |
| 3 | -175781.3121 | 0.009 |
| 4 | -9808.7846 | 0.235 |